Record 1
Entry from the Open Molecules 2025 dataset: a cluster of 2 separate species, C5H10NP in total in a non-equilibrium geometry (wB97M-V/def2-TZVPD).

Each line ends with the Löwdin charge.
CARTESIAN COORDINATES (ANGSTROEM)
C1 -2.04 -0.77 0.38  -0.1782
C2 -2.68 0.43 -0.18  -0.2123
C3 1.54 -1.10 -0.32  -0.1528
C4 2.46 0.02 -0.38  -0.1359
C5 -1.34 0.12 -0.62  -0.5674
N1 1.17 0.29 -0.29  -0.4530
P1 -0.05 1.33 -0.20  0.9464
H1 -1.56 -0.93 1.27  0.0673
H2 -2.29 -1.69 0.05  0.0590
H3 -3.55 0.21 -0.96  0.1520
H4 -2.74 1.15 0.59  0.0710
H5 1.39 -1.57 -1.18  0.0424
H6 1.25 -1.71 0.70  0.1564
H7 3.39 0.27 0.17  0.0695
H8 3.10 2.24 1.56  0.0442
H9 -1.37 -0.41 -1.52  0.0783
H10 3.32 2.13 0.93  0.0132

LUMO energy (alpha / beta) in eV: 0.34 / 0.05
Energy above the lowest of the compared OMol25 structures with the same formula, charge and spin in kJ/mol: 548.51
Electronic energy in hartree: -592.3706
HOMO-LUMO gap (alpha / beta) in eV: 7.4 / 7.4

Record 2
Entry from the Open Molecules 2025 dataset: a cluster of 2 separate species, C3H6O2S in total in a non-equilibrium geometry (wB97M-V/def2-TZVPD).

Each line ends with the Löwdin charge.
CARTESIAN COORDINATES (ANGSTROEM)
C1 -1.49 -0.24 -0.40  0.0253
C2 1.48 1.29 -0.01  -0.3272
C3 -0.58 -1.01 0.22  -0.2523
O1 2.78 -0.81 0.78  -0.5711
O2 0.42 -1.69 -0.42  -0.0642
S1 2.40 0.00 -0.41  0.8839
H1 -2.30 0.26 -0.02  0.0184
H2 -1.49 0.11 -1.44  0.0721
H3 1.52 1.74 1.01  0.0510
H4 1.41 1.97 -0.91  0.0357
H5 -0.52 -1.41 1.24  0.1275
H6 0.85 -2.16 0.18  0.0009

LUMO energy in eV: -0.11
Energy above the lowest of the compared OMol25 structures with the same formula, charge and spin in kJ/mol: 376.26
Electronic energy in hartree: -666.4507
HOMO-LUMO gap in eV: 9.0

Record 3
Entry from the Open Molecules 2025 dataset: a cluster of 3 separate species, C4H12N4 in total in a non-equilibrium geometry (wB97M-V/def2-TZVPD).

Each line ends with the Löwdin charge.
CARTESIAN COORDINATES (ANGSTROEM)
H1 -0.47 -0.63 -3.09  0.0634
N1 -0.42 -0.72 -2.08  0.0720
C1 -0.87 -1.81 -1.63  -0.2840
C2 -0.86 -2.10 -0.17  -0.0893
H2 -1.23 -2.63 -2.27  0.1101
H3 -1.87 -2.35 0.16  0.0794
H4 -0.24 -2.98 0.01  0.0784
H5 -0.45 -1.27 0.40  0.0330
H6 2.60 1.63 2.16  0.0300
N2 2.01 1.86 1.37  0.0039
C3 1.96 0.93 0.48  -0.4247
N3 1.44 1.14 -0.75  0.0807
H7 2.18 -0.13 0.68  0.1183
H8 1.13 2.09 -0.92  0.0919
H9 0.85 0.42 -1.16  0.0183
C4 -1.52 1.31 1.14  -0.1620
N4 -0.52 0.79 1.67  -0.0196
H10 -1.88 2.33 1.35  0.0623
H11 -2.08 0.71 0.43  0.0474
H12 0.26 1.42 2.20  0.0904

LUMO energy in eV: 0.92
Energy above the lowest of the compared OMol25 structures with the same formula, charge and spin in kJ/mol: 198.51
Electronic energy in hartree: -378.5626
HOMO-LUMO gap in eV: 9.6

Record 4
Entry from the Open Molecules 2025 dataset: a cluster of 2 separate species, C3H9NO2 in total in a non-equilibrium geometry (wB97M-V/def2-TZVPD).

Each line ends with the Löwdin charge.
CARTESIAN COORDINATES (ANGSTROEM)
C1 -0.60 0.92 -2.46  -0.0888
C2 0.23 1.12 -1.20  -0.2646
N1 0.27 -0.09 -0.40  0.0182
C3 1.10 -0.24 0.67  -0.3450
O1 1.15 -1.31 1.26  -0.0065
H1 -1.56 0.49 -2.21  0.0711
H2 -0.81 1.90 -2.89  0.0708
H3 -0.17 0.30 -3.25  0.0753
H4 -0.14 2.01 -0.68  0.1114
H5 1.28 1.38 -1.42  0.1133
H6 -0.65 -0.49 -0.28  0.1199
H7 1.87 0.50 0.91  0.1357
O2 -1.63 -0.63 1.98  -0.0652
H8 -0.78 -1.07 2.15  0.0121
H9 -1.55 0.10 2.60  0.0423

LUMO energy in eV: 0.84
Energy above the lowest of the compared OMol25 structures with the same formula, charge and spin in kJ/mol: 89.39
Electronic energy in hartree: -324.9386
HOMO-LUMO gap in eV: 10.7